# C39H104O39S13

A cluster of 13 separate species, C39H104O39S13 in total at a distorted geometry (ωB97M-V/def2-TZVPD, OMol25).

Last column: Löwdin charge in e.
CARTESIAN COORDINATES (ANGSTROEM)
1 O -12.011518 -25.099828 7.262209  -0.2761
2 S -12.460272 -26.240876 6.534816  0.5714
3 O -13.249943 -26.193156 5.360530  -0.2767
4 O -11.166279 -27.136479 6.250187  -0.2719
5 C -11.439291 -28.356036 5.406703  -0.2049
6 C -11.051298 -28.020801 3.990323  -0.0629
7 C -13.352193 -27.310427 7.734654  -0.0757
8 H -12.467239 -28.686466 5.532178  0.1017
9 H -10.869483 -29.177900 5.774297  0.0913
10 H -11.270133 -28.746276 3.175110  0.1023
11 H -10.002765 -27.791739 4.070505  0.0398
12 H -11.581550 -27.078980 3.697932  0.0690
13 H -13.633251 -28.156457 7.132532  0.0480
14 H -14.287681 -26.860335 8.071040  0.0742
15 H -12.648291 -27.456208 8.550013  0.0466
16 O -11.708127 -23.630724 1.066255  -0.2765
17 S -11.891483 -23.642516 2.476538  0.6401
18 O -11.019993 -24.471911 3.409877  -0.3295
19 O -11.890397 -22.134918 2.992226  -0.2598
20 C -11.966193 -21.913605 4.456252  -0.2238
21 C -12.163147 -20.427374 4.682145  -0.0616
22 C -13.611902 -24.176524 2.706411  -0.1127
23 H -10.956178 -22.218080 4.844926  0.1097
24 H -12.722278 -22.544459 4.916588  0.1137
25 H -12.184473 -20.180050 5.787670  0.1040
26 H -13.161703 -20.153017 4.275520  0.0917
27 H -11.406587 -19.844131 4.246926  0.0496
28 H -13.606947 -25.157060 2.273860  0.0579
29 H -14.263575 -23.545730 2.074573  0.0798
30 H -14.010980 -24.218064 3.727795  0.0596
31 O 0.230487 -24.439442 8.242945  -0.2955
32 S -0.255847 -25.138940 7.061416  0.5883
33 O -1.223995 -26.192728 7.273599  -0.2901
34 O -0.946952 -24.091378 6.101693  -0.2869
35 C -0.284400 -22.816791 5.983315  -0.2235
36 C -0.998324 -21.837768 6.913325  -0.0409
37 C 1.050816 -25.748315 6.039472  -0.0990
38 H -0.383391 -22.665760 4.980640  0.0688
39 H 0.793539 -22.840411 6.284937  0.1347
40 H -0.243121 -21.333772 7.498373  0.0756
41 H -1.633767 -22.367791 7.607240  0.0730
42 H -1.577861 -21.167741 6.354647  0.0542
43 H 1.919624 -25.161850 6.230462  0.0585
44 H 0.689925 -25.707118 5.002288  0.0623
45 H 1.298121 -26.736801 6.496440  0.0930
46 O -0.057572 -25.691866 14.788019  -0.2534
47 S -0.051959 -25.734171 13.377367  0.5470
48 O -1.011122 -26.584128 12.691484  -0.2906
49 O -0.180955 -24.245972 12.882062  -0.2801
50 C -0.148305 -23.825069 11.458553  -0.2031
51 C -0.092267 -22.269749 11.270753  -0.0417
52 C 1.586238 -26.083213 12.825325  -0.1199
53 H -1.118556 -24.186737 11.043470  0.1239
54 H 0.658156 -24.351406 10.977976  0.0804
55 H 0.631829 -22.011988 10.474285  0.0751
56 H 0.248982 -21.810172 12.244806  0.0977
57 H -1.074346 -22.005247 10.896538  0.0610
58 H 1.767978 -27.099331 13.163993  0.0744
59 H 2.240100 -25.448377 13.426467  0.0822
60 H 1.722506 -26.029760 11.758381  0.0628
61 O -5.650387 -25.957355 0.669858  -0.2783
62 S -6.348304 -25.870441 1.938605  0.5716
63 O -5.561117 -25.431560 3.091370  -0.3183
64 O -7.435777 -24.770150 1.774129  -0.2863
65 C -8.331773 -24.748356 0.600715  -0.1916
66 C -7.738095 -23.730750 -0.423853  -0.0388
67 C -7.225307 -27.287738 2.433641  -0.1127
68 H -9.259644 -24.373722 1.118434  0.1069
69 H -8.599586 -25.733238 0.262430  0.1091
70 H -7.710790 -22.721993 0.038358  0.0908
71 H -8.542618 -23.726516 -1.152756  0.0763
72 H -6.735174 -23.989568 -0.727564  0.0622
73 H -8.234182 -27.298511 1.987354  0.0867
74 H -7.283924 -27.163041 3.498899  0.0291
75 H -6.656121 -28.243192 2.237732  0.0951
76 O -2.174291 -29.318589 3.641916  -0.2977
77 S -3.439057 -29.250263 2.908599  0.5701
78 O -4.528052 -28.524748 3.455353  -0.2774
79 O -3.199414 -28.684350 1.442122  -0.2486
80 C -1.878906 -29.028374 0.934700  -0.2577
81 C -1.839132 -28.559761 -0.498602  -0.0633
82 C -4.016079 -30.908689 2.644128  -0.0951
83 H -1.818772 -30.108960 0.961096  0.1135
84 H -1.074256 -28.501286 1.452847  0.1161
85 H -2.338347 -29.228871 -1.197983  0.0800
86 H -0.817322 -28.577669 -0.862038  0.0803
87 H -2.127075 -27.505251 -0.529319  0.0828
88 H -3.172462 -31.556331 3.049035  0.0997
89 H -4.085841 -31.131265 1.574847  0.0786
90 H -4.898593 -30.972140 3.257075  0.0235
91 O -0.682008 -25.681517 1.358173  -0.2797
92 S -0.920492 -24.663302 2.322153  0.6134
93 O 0.099807 -24.070396 3.214209  -0.3217
94 O -1.392165 -23.340466 1.597074  -0.2490
95 C -2.572400 -23.545693 0.727881  -0.2168
96 C -2.611773 -22.258955 -0.123951  -0.0558
97 C -2.205579 -25.349180 3.450543  -0.0838
98 H -3.460222 -23.590265 1.366828  0.1145
99 H -2.457202 -24.396221 0.064927  0.1096
100 H -2.619680 -21.442022 0.519056  0.0469
101 H -3.514510 -22.187542 -0.776500  0.0899
102 H -1.726334 -22.248591 -0.805868  0.0945
103 H -1.501107 -26.108604 3.875539  0.0740
104 H -3.068847 -25.717755 2.840600  0.0635
105 H -2.586590 -24.663957 4.247111  0.0377
106 O -5.386586 -24.515629 8.582335  -0.2697
107 S -5.638420 -25.529646 7.624068  0.5682
108 O -5.813641 -26.909986 8.087251  -0.2979
109 O -7.006732 -25.037656 6.989193  -0.2623
110 C -7.674441 -25.929188 5.984626  -0.2112
111 C -8.817734 -25.192992 5.442600  -0.0625
112 C -4.466186 -25.520105 6.337927  -0.0992
113 H -7.972859 -26.864991 6.448436  0.1029
114 H -6.913611 -26.139286 5.196643  0.0930
115 H -8.536670 -24.290973 4.908869  0.0790
116 H -9.459894 -24.907970 6.284197  0.0744
117 H -9.460795 -25.872793 4.859476  0.0681
118 H -3.592113 -26.037568 6.682929  0.0620
119 H -4.294182 -24.497805 5.950400  0.0532
120 H -4.930876 -26.064874 5.519364  0.0537
121 O -7.708781 -20.028434 4.558847  -0.2737
122 S -8.128775 -19.290486 5.699957  0.5660
123 O -9.294356 -18.535158 5.545648  -0.2457
124 O -8.172308 -20.295136 6.985491  -0.2417
125 C -9.047463 -21.457169 6.895874  -0.2550
126 C -8.764994 -22.357717 8.010823  -0.0496
127 C -6.772292 -18.350153 6.298719  -0.1003
128 H -9.042501 -21.936433 5.926669  0.0985
129 H -10.102394 -21.200250 6.996847  0.1161
130 H -9.237364 -22.071394 8.922570  0.0884
131 H -7.644964 -22.398055 8.146544  0.0985
132 H -8.966665 -23.327662 7.830974  0.0184
133 H -6.023539 -19.095826 6.431785  0.0237
134 H -6.975884 -17.800272 7.231243  0.0961
135 H -6.435032 -17.771812 5.442985  0.0870
136 O -4.266470 -20.857726 3.563074  -0.2529
137 S -4.512152 -21.798027 4.591487  0.6326
138 O -3.464247 -22.811287 4.756779  -0.3191
139 O -4.686224 -20.925637 5.978196  -0.2479
140 C -4.859473 -21.773544 7.178929  -0.2609
141 C -4.528929 -20.959682 8.391533  -0.0440
142 C -6.056202 -22.656971 4.363497  -0.0967
143 H -4.253129 -22.670935 7.180870  0.0893
144 H -5.870988 -22.124880 7.247663  0.0777
145 H -3.482914 -20.704958 8.378995  0.0698
146 H -4.780669 -21.581475 9.273350  0.1037
147 H -5.070773 -20.055783 8.496047  0.0600
148 H -6.145002 -23.240611 3.416214  0.0734
149 H -6.832175 -21.910015 4.478053  0.0340
150 H -6.200406 -23.400392 5.154772  0.0520
151 O -5.275279 -29.388683 12.387704  -0.2861
152 S -5.034983 -27.966651 12.521192  0.5580
153 O -6.189410 -27.129642 12.657933  -0.2900
154 O -4.177359 -27.751896 13.815048  -0.2586
155 C -3.913361 -26.485860 14.365421  -0.2527
156 C -3.503686 -26.791347 15.836143  -0.0381
157 C -4.030919 -27.492016 11.194554  -0.1121
158 H -4.846852 -25.864958 14.322399  0.1290
159 H -3.190679 -26.048007 13.702068  0.0808
160 H -3.004542 -25.922091 16.309054  0.0868
161 H -2.764330 -27.561304 15.954983  0.0694
162 H -4.421394 -27.106981 16.303504  0.0719
163 H -3.345047 -28.307606 10.891795  0.1004
164 H -3.440204 -26.662850 11.450260  0.0313
165 H -4.750577 -27.085312 10.420363  0.0778
166 O -10.779897 -28.633279 9.609455  -0.2741
167 S -9.555431 -28.198197 9.016781  0.5418
168 O -9.276432 -28.811783 7.749749  -0.2780
169 O -9.596440 -26.683893 8.802983  -0.2599
170 C -9.885781 -25.775387 9.851124  -0.2434
171 C -8.636917 -25.261366 10.544153  -0.0344
172 C -8.197734 -28.414084 10.175902  -0.0884
173 H -10.652442 -26.241246 10.430399  0.1152
174 H -10.398308 -25.002468 9.331855  0.0961
175 H -8.877291 -24.257675 10.998870  0.1009
176 H -7.958058 -24.932611 9.727365  0.0757
177 H -8.196575 -25.919080 11.301062  0.0598
178 H -8.446525 -28.086866 11.150162  0.0534
179 H -7.313164 -27.899230 9.720837  0.0720
180 H -8.069191 -29.480972 10.124734  0.0702
181 O -8.057203 -29.211735 4.989756  -0.2958
182 S -7.401795 -30.506332 4.846699  0.5476
183 O -7.375078 -31.116826 3.571999  -0.2657
184 O -5.961330 -30.440617 5.347435  -0.2878
185 C -5.551537 -29.599657 6.480052  -0.2216
186 C -4.267743 -30.184362 6.908755  -0.0401
187 C -8.248237 -31.611620 6.081598  -0.0699
188 H -6.355569 -29.649085 7.243081  0.1219
189 H -5.451107 -28.609255 6.047137  0.1023
190 H -4.243636 -31.115514 7.382590  0.0626
191 H -3.757386 -29.519799 7.615517  0.0939
192 H -3.687213 -30.249828 5.930306  0.1029
193 H -9.298750 -31.584597 5.858231  0.0577
194 H -8.136005 -31.050294 7.059682  0.0668
195 H -7.752253 -32.547935 6.015390  0.0505

Cartesian forces (eV/Å) of the 6 atoms listed first:
O 0.302 0.629 -0.481
S -0.079 -2.251 2.357
O -0.618 0.793 -1.117
O -0.905 -0.774 -0.441
C -0.570 0.385 -0.259
C -0.928 1.261 -0.600

energy above the lowest of the compared OMol25 structures with the same formula, charge and spin	2.509	eV
net charge	0
frontier orbital gap	0.4065	Eh
largest force on an atom	0.0872	hartree/bohr
E_tot	-9658.939478	Ha